Run A
{
  "formula": "C6H39NO13",
  "method": "ωB97M-V/def2-TZVPD",
  "species": ["C", "C", "C", "C", "C", "C", "N", "H", "H", "H", "H", "H", "H", "H", "H", "H", "H", "H", "H", "H", "H", "H", "O", "H", "H", "O", "H", "H", "O", "H", "H", "O", "H", "H", "O", "H", "H", "O", "H", "H", "O", "H", "H", "O", "H", "H", "O", "H", "H", "O", "H", "H", "O", "H", "H", "O", "H", "H", "O"],
  "positions_angstrom": [[-2.36694, 2.45558, 1.35390], [-2.52879, 1.66991, 0.03303], [-2.59476, 0.20363, 0.28481], [-3.68215, -0.54912, 0.55943], [-3.74632, -2.01586, 0.77327], [-1.23543, -0.42498, 0.16518], [-0.92272, 2.74109, 1.59768], [-2.91771, 3.40426, 1.35376], [-2.61746, 1.79133, 2.18512], [-1.63452, 1.91421, -0.55039], [-3.30286, 2.18641, -0.54856], [-4.56130, 0.09734, 0.67864], [-4.33136, -2.19343, 1.68097], [-4.17972, -2.48286, -0.11957], [-2.76828, -2.43790, 0.98422], [-1.03824, -1.48112, 0.39752], [-0.91956, -0.32617, -0.88396], [-0.55250, -0.03050, 0.92713], [-0.44946, 3.11203, 0.77027], [-0.79292, 3.62834, 2.09678], [0.07782, -4.73330, -1.10370], [0.78308, -4.26886, -2.44272], [0.56634, -4.04530, -1.53584], [4.74529, 1.07878, -0.51168], [3.49565, 0.19312, 0.06647], [3.93125, 0.58235, -0.70518], [0.51630, -2.68058, 2.12704], [1.50059, -3.37978, 1.16044], [1.00284, -3.48214, 1.96270], [-0.75000, -1.58157, 4.28239], [-1.12139, -2.84980, 3.53229], [-1.49807, -2.11445, 4.01882], [0.83809, -2.36505, -2.00956], [1.87893, -1.24308, -1.68852], [1.43634, -1.71150, -2.39031], [1.48996, 0.09162, -4.77944], [1.17973, -0.57209, -3.37344], [1.01348, 0.25322, -3.94079], [2.59966, -0.31243, 2.44448], [1.42106, -0.25758, 3.46303], [2.00288, -0.86266, 2.98425], [2.24042, 2.20201, 1.26485], [3.23252, 2.36205, 2.34912], [2.75482, 1.65388, 1.89749], [-0.77040, 0.34949, -3.89739], [-1.40820, 1.63237, -3.45164], [-1.64713, 0.77419, -3.83059], [0.13856, 1.86446, 3.28602], [1.55548, 2.34572, 3.49710], [0.84968, 1.83782, 3.92454], [2.26465, 2.96535, -0.66977], [1.41264, 4.07140, -0.14598], [2.19356, 3.56818, 0.10112], [1.57031, 1.24188, -2.52509], [2.88764, 1.51724, -2.06447], [2.02997, 2.00314, -2.05602], [-0.71864, -1.99644, -4.05326], [-1.92246, -1.19184, -3.71794], [-1.67890, -1.98335, -4.21730]],
  "lowdin_charge": [-0.224, -0.169, -0.310, -0.118, -0.088, -0.057, -0.023, 0.107, 0.113, 0.094, 0.118, 0.112, 0.079, 0.083, 0.051, 0.057, 0.075, 0.079, 0.048, 0.080, 0.061, 0.062, -0.028, 0.076, 0.040, -0.056, -0.018, 0.014, -0.045, 0.024, 0.018, -0.039, 0.019, 0.062, -0.014, 0.097, 0.002, -0.100, 0.007, 0.004, -0.072, 0.018, 0.065, -0.082, -0.017, 0.045, -0.080, -0.013, 0.017, -0.071, -0.002, 0.046, -0.069, 0.032, 0.035, -0.102, 0.014, 0.002, -0.059],
  "e_homo_ev": -8.78,
  "gap_ha": 0.31599,
  "mol_weight_g_mol": 333.372
}



Run B
{
  "formula": "C6H39NO13",
  "method": "ωB97M-V/def2-TZVPD",
  "species": ["C", "N", "C", "O", "C", "C", "C", "C", "H", "H", "H", "H", "H", "H", "H", "H", "H", "H", "H", "H", "H", "H", "H", "H", "H", "O", "H", "H", "O", "H", "H", "O", "H", "H", "O", "H", "H", "O", "H", "H", "O", "H", "H", "O", "H", "H", "O", "H", "H", "O", "H", "H", "O", "H", "H", "O", "H", "H", "O"],
  "positions_angstrom": [[0.65277, -0.40499, -1.08064], [0.73245, -1.43639, 0.06431], [1.56642, -2.65881, 0.14042], [2.01023, -2.66334, 1.54469], [-0.74004, -0.14785, -1.59702], [-1.77371, 0.66468, -0.71083], [-1.28281, 2.06094, -0.48004], [-3.09551, 0.61862, -1.60958], [1.05979, 0.59203, -0.73359], [1.37568, -0.77522, -1.81227], [0.45814, -1.06588, 0.97484], [2.42552, -2.59757, -0.56713], [0.89650, -3.48621, -0.10350], [1.17386, -2.65562, 2.15781], [-0.70208, 0.32217, -2.58370], [-1.33004, -1.01878, -1.92694], [-1.93815, 0.16968, 0.23690], [-0.22888, 2.32575, -0.30032], [-1.58418, 2.78276, -1.27594], [-1.53241, 2.41725, 0.55201], [-3.08993, 1.43365, -2.38153], [-3.16231, -0.28501, -2.21076], [-4.13742, 0.67422, -1.13204], [0.99996, 2.63196, 1.91541], [1.21182, 4.19741, 1.48535], [0.76415, 3.27732, 1.28191], [4.59089, 0.81456, 1.90925], [3.88907, 1.76335, 0.96068], [3.99006, 1.55537, 1.86177], [2.22318, 0.86157, 2.01151], [2.07023, 1.34962, 3.48649], [1.56570, 1.19565, 2.67341], [0.61156, 1.72281, -3.08143], [1.53211, 1.67083, -4.36973], [1.53519, 1.78201, -3.42023], [-0.41114, -3.61900, -3.13016], [-0.85448, -3.52296, -1.78489], [-0.04729, -3.78032, -2.26511], [-3.00814, -1.88300, 3.33535], [-2.54639, -0.62091, 2.69813], [-2.49038, -1.56361, 2.54734], [3.06364, 0.72269, -1.88561], [3.71404, 1.52123, -0.76974], [3.79714, 0.62354, -1.25483], [1.89941, 2.91788, 0.07877], [1.77592, 3.01659, -1.45599], [2.44625, 2.85086, -0.77111], [-2.24850, -2.06797, 0.77115], [-1.19561, -2.62885, -0.18882], [-2.16377, -2.60573, -0.02998], [-4.26016, -2.64253, -2.09943], [-2.88723, -2.22286, -1.64445], [-3.46603, -2.26288, -2.37650], [-1.45522, 1.54393, 2.44887], [-0.79204, 0.80015, 3.49096], [-1.68643, 0.88106, 3.14695], [0.71892, -0.74119, 2.98964], [-0.67507, -1.29035, 2.81199], [0.03472, -1.11429, 3.45792]],
  "lowdin_charge": [-0.167, -0.050, -0.224, -0.110, -0.183, -0.355, -0.096, -0.065, 0.093, 0.109, 0.071, 0.135, 0.083, 0.108, 0.102, 0.075, 0.098, 0.029, 0.097, 0.070, 0.080, 0.022, 0.099, -0.036, 0.154, -0.088, 0.075, -0.012, -0.004, 0.067, 0.090, -0.067, 0.042, 0.051, -0.042, 0.040, 0.015, -0.038, 0.113, 0.003, -0.067, -0.010, 0.023, -0.114, 0.015, 0.038, -0.102, 0.008, 0.021, -0.061, 0.021, -0.054, -0.038, 0.058, 0.026, -0.055, -0.056, 0.009, -0.043],
  "e_homo_ev": -8.58,
  "gap_ha": 0.31638,
  "mol_weight_g_mol": 333.372
}



Among the structures shown above, run A is the most stable, with the second-best lying 97.8 kJ/mol higher.